ORCA calculation (the ωB97M-V functional and the def2-TZVPD basis) on a 7-piece molecular cluster, C34H83Cl4N5 overall in a non-equilibrium geometry.

Last column: Mulliken charge in e.
Positions of all 126 atoms, in Å:
Cl -3.159817 -4.236476 7.490016  -0.17
C -2.563817 -2.822476 6.754016  0.10
C -1.542817 -3.347476 5.574016  0.38
Cl -0.011817 -3.932476 6.360016  -0.20
H -2.051817 -2.157476 7.605016  0.20
H -3.399817 -2.095476 6.366016  -0.23
H -1.394817 -2.658476 4.837016  -0.49
H -2.304817 -4.120476 5.334016  0.39
Cl -3.839817 -5.737476 -1.761984  -0.23
C -2.594817 -4.305476 -2.169984  -0.43
C -2.123817 -3.596476 -0.912984  0.13
Cl -1.206817 -4.630476 0.200016  -0.19
H -2.975817 -3.658476 -2.901984  0.19
H -1.721817 -4.647476 -2.833984  0.38
H -3.046817 -3.346476 -0.399984  0.34
H -1.551817 -2.679476 -1.187984  -0.20
C -5.460817 -0.100476 5.244016  -1.51
C -4.269817 0.859524 5.450016  -0.95
N -3.004817 0.280524 5.193016  0.95
C -2.646817 -0.300476 3.899016  -0.38
C -3.055817 0.410524 2.746016  -1.37
C -1.910817 1.213524 5.560016  -0.02
C -1.237817 0.925524 6.865016  -1.25
H -5.577817 -0.574476 4.309016  0.35
H -6.356817 0.379524 5.429016  0.47
H -5.531817 -1.045476 5.791016  0.33
H -4.227817 1.120524 6.386016  0.72
H -4.343817 1.787524 4.920016  0.52
H -3.444817 -1.142476 3.994016  0.30
H -1.827817 -0.803476 3.631016  -0.15
H -4.012817 0.945524 2.714016  0.45
H -3.491817 -0.398476 2.221016  0.50
H -2.354817 1.015524 2.333016  0.20
H -2.298817 2.267524 5.422016  0.34
H -1.158817 1.215524 4.728016  -0.25
H -0.332817 1.515524 6.963016  0.44
H -0.974817 -0.012476 6.934016  0.22
H -2.135817 1.133524 7.645016  0.23
C 0.870183 4.480524 -2.192984  -2.37
C 1.102183 3.057524 -2.769984  0.91
N 1.531183 3.266524 -4.168984  0.20
C 2.296183 2.093524 -4.658984  -0.68
C 1.946183 0.783524 -4.323984  -0.82
C 0.364183 3.522524 -4.999984  -0.02
C 0.859183 4.503524 -6.083984  -1.44
H 0.485183 5.174524 -2.730984  0.65
H 1.768183 4.868524 -2.255984  0.71
H 0.379183 4.518524 -1.175984  0.31
H 0.115183 2.482524 -2.559984  -0.28
H 1.786183 2.572524 -2.075984  0.08
H 3.045183 2.202524 -3.860984  0.29
H 2.558183 2.447524 -5.678984  0.39
H 1.372183 0.333524 -3.571984  0.24
H 2.887183 0.078524 -4.307984  0.31
H 1.534183 0.578524 -5.342984  0.20
H -0.438817 4.085524 -4.544984  0.45
H -0.230817 2.766524 -5.574984  -0.12
H 1.555183 3.984524 -6.780984  0.33
H 1.161183 5.466524 -5.597984  0.30
H 0.037183 4.933524 -6.715984  0.40
C 1.429183 -2.129476 2.664016  -1.38
C 0.504183 -1.245476 1.788016  1.02
N 1.098183 0.023524 1.331016  1.16
C 0.634183 0.577524 0.069016  -2.01
C -0.712817 0.338524 -0.215984  -0.08
C 1.082183 1.038524 2.339016  0.45
C 2.147183 2.079524 2.095016  -2.51
H 2.401183 -2.058476 2.211016  -0.06
H 1.249183 -3.031476 2.998016  0.72
H 1.701183 -1.336476 3.579016  0.12
H -0.425817 -1.172476 2.418016  -1.20
H 0.301183 -1.866476 0.898016  0.35
H 1.163183 -0.078476 -0.549984  0.16
H 1.020183 1.461524 -0.174984  1.27
H -1.320817 -0.558476 0.261016  -0.10
H -0.857817 0.194524 -1.310984  -0.06
H -1.351817 1.153524 0.217016  0.16
H 1.363183 0.610524 3.420016  0.26
H -0.067817 1.450524 2.263016  -0.04
H 3.030183 1.650524 1.958016  0.42
H 2.143183 2.652524 3.023016  0.50
H 1.916183 2.564524 1.312016  0.61
C -1.103817 -1.313476 -4.758984  -1.23
C -1.873817 -0.013476 -5.144984  -0.31
N -2.790817 0.423524 -4.142984  0.56
C -2.934817 1.909524 -4.256984  0.61
C -3.020817 2.510524 -5.479984  -2.06
C -4.066817 -0.317476 -4.340984  -0.69
C -4.472817 -0.503476 -2.872984  -0.84
H -0.578817 -1.216476 -3.743984  -0.09
H -0.176817 -1.160476 -5.511984  0.39
H -1.492817 -2.210476 -5.078984  0.53
H -2.441817 -0.251476 -6.062984  0.27
H -1.014817 0.473524 -5.471984  0.14
H -2.130817 2.402524 -3.903984  -0.55
H -3.430817 2.201524 -3.283984  0.35
H -2.807817 2.243524 -6.551984  0.35
H -2.519817 3.369524 -5.456984  0.70
H -4.041817 2.937524 -5.730984  0.33
H -3.854817 -1.242476 -4.682984  0.62
H -4.942817 0.141524 -4.782984  0.28
H -3.675817 -1.031476 -2.295984  0.02
H -5.527817 -1.098476 -2.983984  0.31
H -4.547817 0.416524 -2.277984  0.33
C 7.365183 -0.277476 1.851016  -1.42
C 6.298183 -1.406476 1.798016  -0.61
N 5.780183 -1.512476 0.432016  0.46
C 5.361183 -2.748476 0.004016  -0.44
C 4.826183 -3.652476 0.928016  -1.34
C 4.722183 -0.519476 0.142016  -0.32
C 4.781183 -0.010476 -1.329984  -0.91
H 6.844183 0.658524 1.771016  0.30
H 7.853183 -0.375476 0.944016  0.42
H 8.185183 -0.167476 2.542016  0.40
H 5.663183 -1.366476 2.616016  0.36
H 6.975183 -2.302476 2.010016  0.45
H 6.388183 -3.192476 -0.154984  0.46
H 5.074183 -2.869476 -1.162984  0.13
H 5.078183 -3.555476 1.931016  0.42
H 4.973183 -4.674476 0.452016  0.34
H 3.767183 -3.564476 1.042016  0.32
H 4.917183 0.337524 0.685016  0.43
H 3.741183 -0.960476 0.203016  0.17
H 4.015183 0.580524 -1.580984  0.01
H 4.769183 -0.912476 -2.025984  0.20
H 5.788183 0.581524 -1.621984  0.20

Cartesian forces, eV/Å:
-1.10 -1.28 1.09
1.90 4.22 -0.18
-3.09 -1.28 4.50
-1.00 0.25 -0.89
-0.77 -1.54 -1.99
1.52 -1.74 0.31
0.78 1.73 -1.82
1.77 -0.33 -1.03
1.77 2.00 -0.74
1.87 -2.32 -0.32
-0.89 0.08 -0.65
0.22 0.11 -0.16
-1.76 1.18 -0.34
-1.02 -0.66 1.56
0.15 0.47 0.35
-0.31 -0.75 0.29
1.24 -0.82 0.28
-0.99 -2.76 -4.72
5.11 -0.10 0.92
-8.09 -1.52 3.86
-3.81 0.60 -1.58
-0.04 1.09 -2.18
-3.93 5.19 1.18
0.25 0.31 -1.93
-1.89 1.23 0.43
0.78 0.42 1.10
-0.04 1.40 5.45
-0.79 0.75 -0.92
1.35 0.36 -0.73
4.02 -1.53 0.74
0.20 0.66 1.19
0.74 -0.75 -2.41
2.11 1.47 -1.85
0.33 -0.65 0.84
-0.32 -0.37 0.58
-0.21 0.51 0.55
1.20 -5.13 0.31
2.64 -0.35 -1.03
-1.09 -5.79 4.26
-2.90 1.19 0.92
-2.33 -2.16 1.06
2.72 6.26 3.47
0.43 -6.12 -4.73
-0.56 1.82 -2.36
-1.06 1.06 -0.70
-4.05 3.71 -4.22
5.18 1.85 1.16
0.88 -0.15 -0.95
1.28 0.38 -1.07
0.73 -0.11 -0.62
1.73 0.86 -1.28
0.41 -1.35 0.61
-1.32 0.64 1.32
-1.37 1.49 -0.12
-0.76 -1.81 0.86
0.04 0.02 1.08
1.03 -0.62 0.90
-0.01 0.94 0.61
0.84 -1.14 -0.38
0.24 -0.98 0.24
2.93 9.15 0.45
-0.42 -1.60 -0.19
0.81 -0.66 2.22
2.08 -5.67 1.60
-7.01 -0.45 -0.24
-1.63 -0.52 2.02
-2.75 -1.57 6.25
0.57 -0.61 -0.59
-1.73 -4.45 1.50
-0.87 -2.50 -1.53
0.33 0.46 -1.05
-0.33 0.41 0.20
1.10 -0.94 -1.89
1.19 3.94 -0.32
2.02 1.30 -0.81
-0.36 0.61 0.63
0.16 -0.26 -1.02
-1.28 0.61 -2.30
2.54 -0.18 1.12
3.88 -2.07 -0.36
0.32 0.66 -0.41
-1.50 4.27 -5.49
4.08 3.20 -0.87
-0.54 -3.76 -0.56
0.18 2.00 -1.47
-0.63 -4.80 5.76
-5.76 2.27 -7.32
0.30 3.26 4.69
-2.30 -2.03 0.06
-1.23 -0.55 -1.22
-1.59 -0.98 1.63
-1.22 -2.22 0.17
0.36 0.10 -0.12
0.66 2.83 0.12
4.27 0.16 1.63
-1.58 0.07 -1.73
0.44 -1.50 1.46
2.31 3.76 0.18
0.35 -0.55 0.42
0.55 -2.89 -1.66
0.37 0.52 -1.01
-0.78 -0.30 -0.66
2.34 1.26 1.24
-0.58 0.04 -0.64
-1.66 0.48 -0.18
4.48 -1.45 -0.88
-1.47 4.48 0.71
5.22 -1.91 -5.00
-3.81 -4.05 -0.43
1.12 -0.60 -2.68
5.38 -2.73 -0.50
-0.09 0.81 0.21
1.07 -0.15 -2.06
-0.36 -0.61 1.10
-1.96 0.20 1.32
-1.22 0.52 -0.50
-0.38 -0.33 -0.26
-0.26 0.87 2.87
1.58 -0.15 1.58
-0.13 0.83 1.31
-1.33 0.02 -0.24
-0.29 1.59 1.81
-0.66 0.09 0.89
-3.15 2.31 -0.76
-0.03 1.13 0.70
-2.13 -1.36 0.97

* ΔE to the lowest compared entry with this formula, charge and spin: 0.0 kJ/mol
* largest force on an atom: 9.62 eV/A
* E_tot: -94124.797 eV
* molar mass: 703.89 g mol⁻¹
* LUMO energy: 0.01787 Ha
* SMILES: CCN(CC)CC.CCN(CC)CC.CCN(CC)CC.CCN(CC)CC.CCN(CC)CC.ClCCCl.ClCCCl